C13H21N2O3PYb | ωB97M-V/def2-TZVPD

```
41
Properties=species:S:1:pos:R:3:nbo_charge:R:1
C -2.480 -2.765 3.160 -0.2948
C -1.837 -2.974 1.802 -0.3361
C -2.502 -2.149 0.551 -0.4728
C -1.395 -1.446 -0.463 -0.0761
C -2.151 -0.083 -1.068 0.1984
N -2.672 0.856 -1.821 -0.1849
C -0.987 -2.475 -1.713 -0.4858
C -2.298 -2.918 -2.621 0.2101
N -3.305 -3.590 -3.140 -0.1931
C 0.000 -1.113 0.336 -0.4220
C 0.988 -0.044 -0.486 -0.8493
P 1.208 1.629 0.407 2.1999
O 0.414 1.771 1.768 -1.0372
O 0.562 2.860 -0.699 -0.7589
C -0.725 3.373 -0.203 -0.1094
C -1.304 4.455 -1.339 -0.6527
O 2.856 2.094 0.720 -0.7205
C 3.757 0.938 0.842 -0.0506
C 4.646 0.869 -0.536 -0.6756
H -1.903 -2.855 4.178 0.2296
H -3.623 -2.509 3.151 0.2577
H -0.935 -3.732 1.732 0.1887
H -3.262 -2.857 0.005 0.2958
H -3.137 -1.266 1.026 0.2721
H -0.189 -1.942 -2.423 0.2705
H -0.412 -3.428 -1.282 0.2547
H 0.574 -2.154 0.443 0.0861
H -0.186 -0.748 1.444 0.2311
H 0.586 0.163 -1.589 0.3468
H 2.004 -0.650 -0.647 0.2495
H -1.539 2.533 -0.010 0.1963
H -0.600 4.011 0.786 0.2146
H -1.593 5.487 -0.813 0.2453
H -2.206 3.985 -1.936 0.2396
H -0.400 4.703 -2.074 0.2381
H 3.243 -0.066 1.154 0.0071
H 4.525 1.194 1.720 0.2519
H 3.983 1.387 -1.382 0.2488
H 5.000 -0.206 -0.843 0.2351
H 5.560 1.620 -0.377 0.2797
Yb 1.734 -1.959 2.239 1.8724
```

Its total charge is +2. The value obtained for the orbital gap is 5.621 eV. The value obtained for the LUMO energy is -10.0 eV. The max |F| is 12.6 eV/Å. The total energy is -63733.697 eV.


C13H21NO2S | ωB97M-V/def2-TZVPD

```
38
Properties=species:S:1:pos:R:3:nbo_charge:R:1
C -2.010 1.073 -0.386 -0.6101
C -1.830 1.013 1.125 -0.4042
C -0.438 0.508 1.510 -0.2231
N -0.182 -0.820 0.996 -0.6848
C -0.773 -1.954 1.676 -0.2295
C -0.267 -2.175 3.113 -0.4317
C -1.263 -1.730 4.180 -0.6029
S 1.413 -1.031 0.520 2.3224
O 2.325 -0.404 1.439 -0.9469
O 1.600 -2.420 0.220 -0.9409
C 1.403 -0.101 -1.007 -0.3447
C 0.682 -0.604 -2.072 -0.1704
C 0.624 0.114 -3.253 -0.2080
C 1.284 1.334 -3.374 -0.0068
C 1.232 2.097 -4.661 -0.6313
C 2.011 1.817 -2.292 -0.1736
C 2.073 1.102 -1.108 -0.1914
H -1.283 1.749 -0.831 0.2041
H -3.009 1.420 -0.638 0.2104
H -1.861 0.086 -0.817 0.2125
H -2.588 0.359 1.559 0.1963
H -1.961 2.008 1.555 0.2081
H 0.317 1.159 1.065 0.2131
H -0.307 0.546 2.598 0.1942
H -0.512 -2.813 1.057 0.2377
H -1.859 -1.833 1.663 0.1980
H 0.678 -1.640 3.228 0.2170
H -0.055 -3.235 3.254 0.2120
H -1.501 -0.673 4.089 0.1964
H -2.188 -2.297 4.091 0.2005
H -0.853 -1.903 5.172 0.2131
H 0.186 -1.554 -1.960 0.2359
H 0.063 -0.272 -4.091 0.2145
H 0.269 1.969 -5.150 0.2199
H 2.002 1.730 -5.339 0.2266
H 1.408 3.157 -4.494 0.2186
H 2.532 2.760 -2.377 0.2077
H 2.639 1.457 -0.260 0.2415
```

The value obtained for the energy above the lowest of the compared OMol25 structures with the same formula, charge and spin is 0.499 eV. The value obtained for the orbital gap is 9.882 eV. The value obtained for the LUMO energy is 0.8 eV. As for the SMILES: CCCN(CCC)S(=O)(=O)c1ccc(C)cc1. The max |F| is 1.1 eV/Å. The total energy is -30241.897 eV.


C13H21NO3S | ωB97M-V/def2-TZVPD

```
39
Properties=species:S:1:pos:R:3:nbo_charge:R:1
C 2.090 5.172 1.714 -0.2545
O 2.665 3.905 1.936 -0.5061
C 2.163 2.831 1.276 0.4006
C 1.089 2.880 0.392 -0.3264
C 0.651 1.724 -0.233 -0.1502
C 1.285 0.530 0.030 -0.3756
S 0.692 -0.961 -0.748 2.2956
O 1.681 -2.000 -0.642 -0.9498
O 0.189 -0.649 -2.051 -0.9390
N -0.615 -1.323 0.273 -0.8480
C -1.054 -2.712 0.192 -0.2316
C -1.636 -3.001 -1.187 -0.4131
C -2.832 -2.106 -1.535 -0.2243
C -3.045 -2.092 -3.046 -0.6001
C -4.100 -2.568 -0.821 -0.6036
C 2.354 0.467 0.907 -0.1710
C 2.810 1.607 1.539 -0.0715
C 3.967 1.581 2.487 -0.6281
H 2.174 5.473 0.666 0.1805
H 1.039 5.195 2.018 0.1791
H 2.659 5.863 2.334 0.2042
H 0.591 3.812 0.179 0.2249
H -0.170 1.737 -0.931 0.2416
H -0.323 -1.096 1.214 0.3905
H -0.207 -3.389 0.374 0.2008
H -1.803 -2.866 0.973 0.2015
H -0.847 -2.835 -1.920 0.2246
H -1.931 -4.052 -1.231 0.2066
H -2.588 -1.090 -1.212 0.2116
H -3.225 -3.100 -3.416 0.1953
H -2.163 -1.690 -3.538 0.2201
H -3.901 -1.472 -3.307 0.2023
H -4.363 -3.577 -1.131 0.1981
H -3.968 -2.562 0.258 0.1986
H -4.932 -1.909 -1.063 0.2079
H 2.831 -0.488 1.069 0.2397
H 4.750 2.251 2.136 0.2267
H 3.655 1.934 3.468 0.2249
H 4.368 0.576 2.576 0.2172
```

The value obtained for the energy above the lowest of the compared OMol25 structures with the same formula, charge and spin is 0.744 eV. The value obtained for the orbital gap is 9.695 eV. The value obtained for the LUMO energy is 0.6 eV. As for the SMILES: COc1ccc(S(=O)(=O)NCCC(C)C)cc1C. The max |F| is 0.9 eV/Å. The total energy is -32289.154 eV.


C13H21O | ωB97M-V/def2-TZVPD

```
35
Properties=species:S:1:pos:R:3:nbo_charge:R:1
C 1.745 -0.764 -0.919 0.2750
C 3.014 -1.004 -1.117 -0.4614
C 0.326 1.320 0.731 -0.3570
C -0.148 1.900 1.840 -0.0392
C 0.941 0.424 -2.046 -0.3316
C -2.528 -0.918 -1.411 -0.3744
C -2.114 -1.591 -0.035 -0.3715
C -1.244 -0.713 -2.185 -0.4034
C -1.530 -0.447 0.791 -0.4929
C -0.420 0.356 -1.438 -0.3219
C -0.342 0.170 0.097 0.4748
C 0.590 2.891 2.624 -0.6713
C 1.385 -1.227 1.415 -0.2229
O 0.828 -1.048 0.077 -0.4147
H 3.759 -1.668 -0.579 0.2350
H 3.561 -0.710 -2.009 0.2525
H 1.215 1.570 0.340 0.2113
H -1.085 1.446 2.155 0.2035
H 1.402 1.449 -1.865 0.2303
H 0.968 0.027 -2.949 0.2201
H -3.195 -1.617 -1.992 0.2246
H -2.965 -0.039 -1.252 0.1916
H -2.850 -2.024 0.479 0.2171
H -1.334 -2.307 -0.069 0.1936
H -0.734 -1.637 -2.171 0.2072
H -1.609 -0.477 -3.151 0.2380
H -2.273 0.210 0.918 0.2435
H -1.379 -0.796 1.731 0.2262
H -0.808 1.313 -1.414 0.2432
H 1.604 2.912 2.206 0.2240
H 0.240 4.001 2.352 0.2560
H 0.591 2.823 3.693 0.2537
H 0.626 -1.504 2.061 0.2125
H 2.103 -1.949 1.247 0.2192
H 1.661 -0.371 1.844 0.2092
```

The value obtained for the energy above the lowest of the compared OMol25 structures with the same formula, charge and spin is 1.342 eV. Its total charge is +1. The value obtained for the orbital gap is 10.568 eV. The value obtained for the LUMO energy is -3.0 eV. The max |F| is 8.0 eV/Å. The total energy is -15857.187 eV.


C13H22AlF14KN2O7PS2 | ωB97M-V/def2-TZVPD

```
63
Properties=species:S:1:pos:R:3:mulliken_charge:R:1
F -1.594 3.052 3.342 -0.3206
C -1.924 4.434 2.919 -0.2569
C -0.751 5.110 1.962 -0.5232
C -0.456 4.272 0.582 -0.0561
O -1.528 4.313 -0.460 -0.5539
P -2.213 2.692 -0.519 0.6168
S -3.527 0.948 -0.416 -0.3327
O -0.920 1.874 0.312 -0.2509
C 0.197 2.769 0.653 0.2918
C 1.650 2.494 -0.069 -1.0511
C 1.566 1.762 -1.532 -0.3666
C 1.256 0.121 -1.444 -0.0862
F 1.342 -0.231 -0.009 -0.2373
F -0.157 -0.037 -1.857 -0.2789
C 2.360 -0.591 -2.414 0.8287
F 2.405 0.080 -3.768 -0.5459
F 3.767 -0.460 -1.880 -0.2516
C 2.041 -2.198 -2.752 0.7513
F 0.814 -2.160 -3.633 -0.2808
F 3.173 -2.579 -3.677 -0.3337
C 1.895 -3.135 -1.433 0.9748
F 2.823 -2.753 -0.304 -0.2079
F 0.506 -2.903 -0.884 -0.2398
S 2.062 -4.972 -1.660 1.1100
F 1.553 -4.976 -3.288 -0.3138
F 3.730 -4.927 -2.030 -0.2654
F 2.458 -5.118 0.034 -0.2648
F 0.382 -5.176 -1.218 -0.3023
F 2.152 -6.688 -1.744 -0.2824
H -2.084 5.072 3.914 0.1760
H -2.990 4.425 2.393 0.2196
H 0.258 5.271 2.563 0.3041
H -1.151 6.198 1.677 0.3564
H 0.407 4.911 0.068 0.1963
H -2.941 3.064 0.690 -0.1055
H -3.271 3.281 -1.317 0.1352
H -1.564 2.290 -1.746 -0.3694
H -2.763 -0.198 -0.082 0.1664
H 0.389 2.478 1.794 0.2718
H 2.413 1.981 0.690 0.3134
H 2.118 3.574 -0.269 0.4780
H 2.604 1.987 -2.075 0.3194
H 0.755 2.336 -2.175 0.2481
K 0.623 1.008 -3.669 1.0617
O -5.452 -0.567 2.572 -0.6266
H -4.963 -0.133 1.857 0.3091
H -4.842 -0.538 3.324 0.3190
Al 3.910 -0.893 -5.229 0.9292
C -0.264 -9.041 -1.785 -0.4956
C -0.680 -10.438 -2.217 0.1188
N -1.026 -11.596 -2.575 -0.3855
H -0.195 -8.386 -2.658 0.2049
H -1.001 -8.630 -1.090 0.3064
H 0.710 -9.079 -1.290 0.2488
N 1.913 -3.203 2.970 1.0146
O 1.285 -4.269 2.858 -0.5406
O 3.151 -3.198 2.868 -0.5584
O 1.303 -2.142 3.184 -0.5403
C -2.320 7.867 4.362 -0.6509
O -1.516 7.292 3.480 -0.3470
H -2.150 7.635 5.427 0.3100
H -2.330 8.970 4.392 0.3194
H -3.399 7.655 4.276 0.3227
```

The value obtained for the energy above the lowest of the compared OMol25 structures with the same formula, charge and spin is 10.909 eV. Its total charge is +1. The value obtained for the orbital gap is 1.478 eV. The value obtained for the LUMO energy is -7.7 eV. The max |F| is 10.2 eV/Å. The total energy is -123039.505 eV.